DFT (ωB97M-V with the def2-TZVPD basis set) results for the molecule C18H20N2O3S.

The LUMO energy is 0.3 eV. Its max |F| is 0.7 eV Å⁻¹. The total charge is 0. As for the energy above the lowest of the compared OMol25 structures with the same formula, charge and spin: 24.1 kcal per mole. The calculation puts the gap between HOMO and LUMO at 8.73 eV. As for the HOMO energy: -8.46 eV. As for the multiplicity: 1. As for the SMILES: COc1cc(OC)cc(C(=O)NC(=S)NCCc2ccccc2)c1. The total energy comes out at -38949.156 eV.

Element x y z (Å)
C -3.49410 -2.56094 -1.19310
H -4.17178 -3.31754 -1.58463
O -3.34936 -1.61162 -2.22397
C -2.54688 -0.53626 -2.01487
C -1.84362 -0.28792 -0.84546
C -1.04064 0.85200 -0.76460
C -0.93291 1.71961 -1.83600
C -1.65667 1.47999 -3.00719
C -2.46166 0.35471 -3.08852
H -3.03519 0.11760 -3.96901
O -1.50529 2.39404 -3.99468
C -2.20115 2.20392 -5.20468
H -1.90461 1.27179 -5.69520
H -3.28427 2.20515 -5.04843
H -1.92687 3.04705 -5.83633
H -0.29662 2.58641 -1.77080
C -0.23768 1.14108 0.44915
O 0.85303 1.68062 0.40615
N -0.83172 0.75360 1.62458
C -0.22529 0.60370 2.86443
N 0.98237 1.14705 3.02193
C 1.88961 0.71801 4.05920
H 2.71057 1.43543 4.08362
H 1.36334 0.73773 5.01661
C 2.41912 -0.70813 3.78600
C 2.66969 -0.88573 2.31394
C 1.73653 -1.54309 1.52176
C 1.89844 -1.61194 0.14960
C 3.00119 -1.02776 -0.44783
C 3.94509 -0.38499 0.33424
C 3.77824 -0.31137 1.70524
H 4.51220 0.20160 2.31087
H 4.80902 0.07010 -0.12715
H 3.12269 -1.07125 -1.51974
H 1.15880 -2.11550 -0.45683
H 0.87276 -1.99855 1.98713
H 3.33197 -0.86073 4.36263
H 1.67234 -1.42985 4.11862
H 1.39437 1.52325 2.16649
S -1.05918 -0.22480 4.02122
H -1.77003 0.37593 1.58577
H -1.87590 -0.98686 -0.02525
H -2.53806 -3.02990 -0.94061
H -3.93187 -2.11563 -0.29430